1.
Density functional theory data (ωB97M-V/def2-TZVPD) for a molecular structure, C11H28BiIO2P2.

M, g mol⁻¹: 590.2
E_tot, Ha: -1780.7585
HOMO level (alpha / beta), eV: -15.6 / -15.6
Energy above the lowest of the compared OMol25 structures with the same formula, charge and spin, kcal per mole: 0.0
Net charge: +2
Kohn-Sham gap (alpha / beta), eV: 5.74 / 5.74

```
45
C11H28BiIO2P2 ωB97M-V/def2-TZVPD
C 1.8871 -0.0958 -1.8758
I -3.1115 0.0433 -1.6346
H 2.5392 -0.0768 -0.9918
H 2.0521 0.7858 -2.5046
H 2.0336 -1.0106 -2.4618
Bi -0.2408 -0.0641 -1.1929
P -0.0310 2.7765 -1.2239
C -1.6711 3.5780 -1.2436
C 0.7137 3.2833 0.3620
H 0.4345 4.3238 0.5793
H 0.6890 4.6962 -2.5220
H 1.8060 3.1979 0.2821
H 2.0424 3.5547 -2.2025
H -2.3524 3.0535 -0.5579
H 0.3749 2.6215 1.1686
C 0.9804 3.6376 -2.4752
H -1.5596 4.6284 -0.9364
H 0.8212 3.1702 -3.4573
H -2.0915 3.5252 -2.2577
P -0.1042 -2.8678 -0.7570
C -1.6869 -3.7620 -0.8138
C 1.0098 -3.7975 -1.8617
H 1.3167 -2.4534 1.1627
H 1.0172 -4.2079 0.9287
H -0.2529 -3.1656 1.6496
C 0.5589 -3.2093 0.9108
H 2.0547 -3.5368 -1.6425
H 0.8532 -4.8737 -1.7057
H -1.4860 -4.8414 -0.7612
H -2.2085 -3.5312 -1.7517
H 0.7881 -3.5451 -2.9080
H -2.3232 -3.4636 0.0292
C -3.5186 -0.8059 1.1779
O -4.2697 -0.8342 2.0359
C 1.4705 0.0943 2.9905
C 0.1873 -0.0809 2.1994
C -0.9229 0.7729 2.7700
O 0.4809 0.2070 0.8560
H 1.6726 1.1641 3.1125
H 2.3250 -0.3431 2.4669
H 1.3787 -0.3476 3.9870
H -0.0991 -1.1410 2.2712
H -0.5815 1.8129 2.8356
H -1.8397 0.7107 2.1800
H -1.1365 0.4175 3.7838
```

***

2.
Density functional theory data (ωB97M-V/def2-TZVPD) for a molecular structure, C11H28Br3F3INNbO8P2S3.

M, g mol⁻¹: 977.0
E_tot, Ha: -11346.1768
HOMO level, eV: -4.2
Net charge: -1
Kohn-Sham gap, eV: 5.51

```
61
C11H28Br3F3INNbO8P2S3 ωB97M-V/def2-TZVPD
C -0.6545 -7.2553 1.9041
Nb 0.5096 -6.4986 0.0829
S 2.0224 -8.5308 0.2710
I -1.1621 -8.0898 -1.5685
C 1.9918 -5.3415 1.3525
C 1.3543 -4.3646 2.4481
C 2.2069 -3.0223 2.4941
F 1.5701 -2.1658 3.4621
Br 2.2250 -2.0071 0.8024
C 3.6998 -3.2469 3.0515
F 4.5459 -3.8150 2.0998
F 3.6819 -3.9999 4.2444
Br 4.5718 -1.5177 3.5637
P -1.0942 -4.5307 -0.1838
N -0.3957 -3.1425 -1.0311
O -2.3623 -5.0983 -1.2237
P 1.8940 -5.7568 -1.9875
O 2.3854 -4.1190 -1.8369
Br 3.9037 -6.8833 -1.9174
H -1.0209 -6.4339 2.6035
H -1.5958 -7.7480 1.4823
H -0.0305 -8.0284 2.4636
H 2.9777 -8.2896 1.2558
H 2.5926 -6.1226 1.9331
H 2.7450 -4.8437 0.6626
H 1.5136 -4.8520 3.4693
H 0.2429 -4.1969 2.3550
H -1.1039 -2.8829 -1.7440
H -0.4614 -2.3630 -0.3521
H -2.9483 -5.6319 -0.6530
H 1.8253 -3.5411 -2.3927
O -0.4319 1.1551 -1.0673
S 0.1378 1.9242 0.0084
O -0.6014 2.9743 0.6597
O 1.5649 2.5116 -0.4681
C 1.6134 3.2810 -1.6713
C 1.0845 4.6864 -1.4582
C 0.7542 0.8169 1.2411
H 1.0747 2.7730 -2.4759
H 2.6627 3.3334 -1.9695
H 0.0155 4.6751 -1.2423
H 1.2414 5.2972 -2.3494
H 1.5811 5.1614 -0.6089
H 1.3520 0.0393 0.7561
H -0.1017 0.3704 1.7470
H 1.3542 1.3814 1.9531
O -1.8223 6.3296 -2.2349
S -3.2036 6.5744 -1.9171
O -4.1416 7.0212 -2.9112
O -3.2804 7.5662 -0.6448
C -2.5912 8.8153 -0.7154
C -3.3402 9.8236 -1.5670
C -3.8679 5.1409 -1.1213
H -1.5698 8.6716 -1.0786
H -2.5197 9.1925 0.3069
H -3.3566 9.5187 -2.6147
H -2.8653 10.8052 -1.5086
H -4.3784 9.9101 -1.2391
H -3.1808 4.8206 -0.3387
H -3.9703 4.3598 -1.8739
H -4.8433 5.3893 -0.7067
```

***

3.
Density functional theory data (ωB97M-V/def2-TZVPD) for a molecular structure, C11H28CoO5.

M, g mol⁻¹: 299.3
E_tot, Ha: -2194.6993
HOMO level (alpha / beta), eV: -4.4 / -4.2
Spin multiplicity: 5
Net charge: -1
Kohn-Sham gap (alpha / beta), eV: 7.44 / 5.13

```
45
C11H28CoO5 ωB97M-V/def2-TZVPD
Co 0.7991 0.1459 -0.1214
C 0.3958 -0.7140 -2.9601
C 0.3896 -2.0651 -2.3258
O 0.5329 -1.9305 -0.8982
H 0.1488 -0.9838 -3.9869
H 1.3992 -0.3229 -3.1282
H -0.3363 -0.0352 -2.5225
H 1.1601 -2.7055 -2.7553
H -0.4954 -2.6698 -2.5241
C -0.2049 3.2734 -2.6546
C -1.0037 2.6857 -1.5191
O -0.3336 1.7419 -0.6668
H 0.1647 2.4491 -3.2644
H 0.6686 3.8318 -2.3178
H -0.8854 3.9184 -3.2105
H -1.8652 2.1775 -1.9522
H -1.5191 3.4980 -1.0067
C -0.0847 0.3033 3.7044
C 1.1080 -0.0885 2.8362
O 0.9619 -1.0795 1.8154
H -0.8319 0.9937 3.3131
H 0.3340 0.8395 4.5561
H -0.5889 -0.6049 4.0347
H 2.0150 -0.3830 3.3641
H 1.2102 0.7975 2.2095
C 3.7332 2.4935 -0.2511
C 3.3777 1.3855 -1.2395
O 2.9956 0.2874 -0.5047
H 3.3523 3.4384 -0.6385
H 4.7956 2.4851 -0.0072
H 3.2141 2.3781 0.7004
H 4.2960 1.0947 -1.7496
H 2.8163 1.7090 -2.1161
C -2.5976 -1.3715 0.7351
C -2.2111 -2.3331 1.7747
C -3.2927 -3.0658 2.4694
O -1.3942 -3.2954 1.0790
H -3.1863 -0.5168 1.0683
H -3.1398 -1.8530 -0.0787
H -1.7231 -0.8861 0.3018
H -1.5004 -1.8693 2.4588
H -4.0184 -2.2984 2.7387
H -3.0173 -3.7179 3.2983
H -3.7863 -3.6324 1.6798
H -1.8523 -3.5050 0.2618
```